No. 1
Here is a cluster of 6 separate species, C18H46N2O6 in total in a non-equilibrium geometry from OMol25. Energies are from ωB97M-V with the def2-TZVPD basis set.

Calculated values
frontier orbital gap	8.01	eV
E_tot	-1274.3045	a.u.
max |F|	0.027	hartree/bohr
energy relative to the best compared isomer or geometry (same formula, charge and spin)	0.0	kcal/mol
lowest unoccupied orbital energy	0.02	eV

Each line ends with the Löwdin charge.
Geometry (Å):
C  -6.05885  -13.72005  -22.55386  -0.04
C  -6.28048  -15.07653  -23.23195  -0.53
C  -5.21652  -15.27853  -24.30977  -0.03
C  -6.13509  -16.15373  -22.15549  -0.14
C  -6.74595  -17.49633  -22.52402  -0.17
C  -8.21034  -17.32745  -22.95692  -0.14
C  -8.40639  -16.28763  -24.04425  -0.52
C  -8.06383  -16.91565  -25.41915  -0.01
C  -9.88004  -15.90061  -24.08570  -0.04
N  -7.64070  -15.10559  -23.72289  -0.10
O  -7.88378  -14.03893  -24.61508  -0.02
H  -6.86443  -13.55505  -21.83234  0.09
H  -5.12270  -13.73574  -21.99105  0.09
H  -6.06528  -12.88129  -23.24672  0.08
H  -5.28385  -16.26199  -24.77586  0.06
H  -5.26024  -14.50049  -25.07301  0.09
H  -4.21234  -15.25606  -23.87337  0.08
H  -5.07583  -16.30319  -21.93602  0.12
H  -6.61247  -15.79028  -21.23998  0.12
H  -6.21217  -17.98674  -23.34181  0.11
H  -6.72182  -18.12961  -21.63584  0.11
H  -8.81285  -17.10334  -22.06735  0.12
H  -8.58209  -18.30528  -23.27288  0.12
H  -8.48324  -17.91744  -25.51898  0.09
H  -6.98439  -17.01285  -25.56059  0.06
H  -8.39137  -16.30415  -26.26376  0.07
H  -10.14345  -15.30704  -23.20046  0.09
H  -10.60795  -16.70917  -24.12948  0.10
H  -10.03619  -15.23396  -24.93666  0.05
H  -8.47946  -13.44061  -24.14776  0.07
C  -9.85522  -8.65511  -24.38345  -0.05
C  -10.97869  -9.67940  -24.36449  -0.54
C  -11.32083  -9.97948  -22.90111  -0.02
C  -12.16532  -9.07451  -25.10192  -0.14
C  -13.27510  -10.07135  -25.38147  -0.17
C  -12.75727  -11.29775  -26.13182  -0.13
C  -11.45217  -11.89044  -25.59347  -0.51
C  -11.81045  -12.87773  -24.46691  -0.01
C  -10.76845  -12.61849  -26.75449  -0.02
N  -10.57009  -10.83083  -25.15266  -0.09
O  -9.34041  -11.40036  -24.68399  -0.02
H  -9.50698  -8.46373  -25.40450  0.09
H  -10.23417  -7.69989  -24.01353  0.09
H  -8.98867  -8.93535  -23.78254  0.08
H  -12.30593  -10.43235  -22.78027  0.07
H  -10.60814  -10.70763  -22.50236  0.09
H  -11.27044  -9.07946  -22.28989  0.08
H  -12.57665  -8.23082  -24.53742  0.13
H  -11.82315  -8.65353  -26.05418  0.13
H  -13.77046  -10.39325  -24.46235  0.11
H  -14.02736  -9.56131  -25.98634  0.11
H  -12.75873  -11.10434  -27.20667  0.12
H  -13.50006  -12.09069  -25.99797  0.12
H  -12.36367  -12.36579  -23.68038  0.07
H  -10.90608  -13.29189  -24.01882  0.06
H  -12.39170  -13.71214  -24.85974  0.09
H  -9.88330  -13.17155  -26.43974  0.07
H  -10.44919  -11.85747  -27.47161  0.09
H  -11.47288  -13.26518  -27.27945  0.06
H  -8.69344  -10.75660  -24.98541  0.10
O  -11.46670  -16.22336  -27.40547  -0.05
H  -11.83293  -15.40221  -27.75661  0.00
H  -10.51355  -16.09992  -27.41552  0.05
O  -13.42146  -17.85906  -26.12153  -0.06
H  -14.28032  -17.69490  -26.51637  0.02
H  -12.85032  -17.13802  -26.41679  -0.02
O  -13.35545  -17.78667  -29.75383  -0.06
H  -14.15061  -17.26286  -29.87042  0.02
H  -13.00280  -17.52000  -28.89668  0.00
O  -13.46296  -14.79214  -28.79149  -0.04
H  -14.41964  -14.73907  -28.72110  0.06
H  -13.27009  -14.67259  -29.72619  0.06

=====

No. 2
Here is a structure of composition C37H72GeMoN2O5S5Si4 in a non-equilibrium geometry from OMol25. Energies are from ωB97M-V with the def2-TZVPD basis set.

Calculated values
frontier orbital gap (spin up / spin down)	6.33 / 6.97	eV
multiplicity	4
E_tot	-7233.2503	a.u.
max |F|	0.029	hartree/bohr
charge	-1
energy relative to the best compared isomer or geometry (same formula, charge and spin)	0.0	kcal/mol
lowest unoccupied orbital energy (spin up / spin down)	2.28 / 2.28	eV

Each line ends with the Löwdin spin population.
Geometry (Å):
Mo  -0.71113  0.24338  0.33692  2.51
O  -2.52320  -3.94688  5.53936  0.00
C  -2.20658  -3.23495  4.62538  0.00
S  -0.66760  -2.37210  4.53315  0.00
C  -0.94445  -1.58264  2.98923  0.03
C  -2.12412  -1.84325  2.38482  0.02
S  -2.54859  -1.28547  0.81004  0.05
S  -3.23350  -2.91477  3.22383  0.00
S  0.32385  -0.61886  2.31173  0.07
C  4.41390  -0.27724  1.21025  0.00
Si  3.48323  -1.94901  1.16428  0.00
C  2.95910  -2.41351  2.94961  0.00
C  4.79621  -3.29959  0.78346  0.00
Ge  2.09389  -1.94737  -0.85689  0.01
Si  0.64324  -3.86421  -0.99616  0.00
C  -0.08576  -4.33324  0.70230  0.00
C  -0.81343  -3.55154  -2.19937  0.00
C  1.61962  -5.36218  -1.70025  0.00
Si  3.53673  -1.54244  -2.77652  0.00
C  4.75162  -3.03323  -2.93299  0.00
C  4.74524  -0.05042  -2.70051  0.00
C  2.63012  -1.69383  -4.46432  0.00
H  5.20786  -0.26835  1.95180  0.00
H  3.72433  0.52664  1.44777  0.00
H  4.85366  -0.05975  0.24090  0.00
H  3.82371  -2.74775  3.51832  0.00
H  2.23130  -3.21818  2.95462  0.00
H  2.51332  -1.57516  3.47108  0.00
H  5.61336  -3.27117  1.49719  0.00
H  5.21774  -3.17793  -0.20592  0.00
H  4.35378  -4.28917  0.83201  0.00
H  -0.82464  -3.59019  0.98437  0.00
H  0.67509  -4.34769  1.47661  0.00
H  -0.57647  -5.30109  0.69414  0.00
H  -1.49241  -2.82389  -1.75937  0.00
H  -1.38252  -4.45335  -2.40853  0.00
H  -0.44939  -3.15638  -3.14461  0.00
H  2.46202  -5.61575  -1.06394  0.00
H  2.00898  -5.12578  -2.68640  0.00
H  0.99463  -6.24542  -1.79216  0.00
H  5.57303  -2.95419  -2.22990  0.00
H  5.18568  -3.06962  -3.92731  0.00
H  4.25244  -3.97984  -2.75463  0.00
H  5.64785  -0.28182  -2.14253  0.00
H  4.26592  0.80462  -2.24111  0.00
H  5.04218  0.24381  -3.70255  0.00
H  2.41802  -2.73357  -4.69314  0.00
H  3.24371  -1.29562  -5.26601  0.00
H  1.69596  -1.14975  -4.45977  0.00
C  2.88750  3.28211  1.84069  0.00
C  2.10987  3.51918  0.58168  0.00
C  2.16261  4.75130  -0.06288  0.00
C  1.50710  4.93851  -1.26586  0.00
C  1.56895  6.25662  -1.98330  0.00
C  0.78958  3.89625  -1.83994  0.00
C  0.67427  2.66637  -1.19762  0.00
C  1.35625  2.50726  0.01771  0.01
N  0.03342  1.50116  -1.66289  0.03
C  -1.09147  1.36343  -2.61112  0.01
C  -2.34734  1.18030  -1.75538  0.03
C  -1.32411  2.52748  -3.57469  0.00
C  -0.87813  0.09711  -3.45315  0.00
H  2.97957  4.20369  2.41222  0.00
H  3.89262  2.93545  1.58790  0.00
H  2.40683  2.52223  2.45467  0.00
H  2.73282  5.55787  0.37515  0.00
H  2.32866  6.90330  -1.55180  0.00
H  0.60907  6.76848  -1.91787  0.00
H  1.79577  6.11371  -3.03819  0.00
H  0.34138  4.08595  -2.79740  0.00
H  1.29817  1.54004  0.53249  0.01
H  -2.63458  2.10962  -1.26423  0.00
H  -2.11936  0.41817  -0.96707  0.02
H  -3.18849  0.80149  -2.33512  0.00
H  -1.59182  3.42963  -3.03268  0.00
H  -2.15712  2.26513  -4.22565  0.00
H  -0.45359  2.70540  -4.20161  0.00
H  -0.78913  -0.77874  -2.81127  0.00
H  0.02630  0.19001  -4.05201  0.00
H  -1.72677  -0.05136  -4.11907  0.00
O  1.95546  0.54719  -2.54095  0.02
C  1.03927  0.41202  -1.73675  0.02
N  0.79237  -0.55975  -0.90912  0.04
C  -5.10988  5.47198  -0.14249  0.00
C  -4.08296  4.78275  -1.04155  0.00
C  -3.24529  5.82620  -1.79216  0.00
C  -4.82160  3.85793  -2.01781  0.00
O  -3.16808  3.99207  -0.29784  0.00
Si  -3.29541  3.40861  1.22747  0.02
S  -1.71856  2.10911  1.66298  0.06
O  -4.76272  2.72137  1.26689  0.00
C  -5.49623  2.08329  2.29074  0.00
C  -4.58891  1.32951  3.25888  0.00
C  -6.42139  1.09586  1.57566  0.00
C  -6.29568  3.15701  3.03663  0.00
O  -3.33505  4.62526  2.31742  0.00
C  -2.32958  5.47587  2.82528  0.00
C  -2.93221  6.88634  2.89249  0.00
C  -1.07833  5.49454  1.95050  0.00
C  -1.95559  4.98880  4.22813  0.00
H  -5.69668  6.18803  -0.71464  0.00
H  -4.61361  5.98341  0.67377  0.00
H  -5.76857  4.72147  0.28308  0.00
H  -3.86587  6.41161  -2.46611  0.00
H  -2.46835  5.33002  -2.36977  0.00
H  -2.76467  6.50283  -1.08808  0.00
H  -5.62555  4.39004  -2.52179  0.00
H  -5.23957  3.03237  -1.44744  0.00
H  -4.14430  3.45606  -2.76670  0.00
H  -3.91671  0.67929  2.70135  0.00
H  -5.18281  0.72343  3.93915  0.00
H  -3.98417  2.02706  3.83077  0.00
H  -5.81438  0.34930  1.07041  0.00
H  -7.01690  1.61599  0.82880  0.00
H  -7.08032  0.60397  2.28452  0.00
H  -5.60686  3.92496  3.37875  0.00
H  -6.81247  2.72387  3.88873  0.00
H  -7.02394  3.62330  2.37466  0.00
H  -3.07060  7.28493  1.88965  0.00
H  -2.27169  7.55119  3.44302  0.00
H  -3.90102  6.85321  3.38614  0.00
H  -1.33184  5.74840  0.92361  0.00
H  -0.60828  4.51438  1.95020  0.00
H  -0.37837  6.22773  2.34405  0.00
H  -2.81995  5.02539  4.88788  0.00
H  -1.16320  5.60475  4.64436  0.00
H  -1.60521  3.96230  4.16215  0.00

=====

No. 3
Here is the molecule C3H8N2 in a non-equilibrium geometry from OMol25. Energies are from ωB97M-V with the def2-TZVPD basis set.

Calculated values
frontier orbital gap	9.81	eV
E_tot	-228.5539	a.u.
max |F|	0.062	hartree/bohr
energy relative to the best compared isomer or geometry (same formula, charge and spin)	59.5	kcal/mol
lowest unoccupied orbital energy	1.14	eV

Each line ends with the natural charge from an NBO analysis.
Geometry (Å):
C  -1.89823  -0.30710  -0.33877  -0.60
C  -0.85184  0.63388  0.20778  -0.44
C  0.47222  0.06116  0.26911  0.03
N  1.49137  0.45333  -0.42636  -0.23
N  2.72198  -0.03212  -0.01278  -0.64
H  -2.95496  0.09982  -0.07491  0.21
H  -1.76324  -1.25095  0.18412  0.20
H  -1.78773  -0.33378  -1.47039  0.22
H  -0.87953  1.62829  -0.34021  0.22
H  -1.10396  0.82193  1.32933  0.20
H  0.44773  -0.76687  0.99492  0.14
H  2.77188  -0.95065  0.47802  0.33
H  3.33429  -0.05694  -0.79989  0.36